A cluster of 2 separate species, C8H15N in total, computed with ωB97M-V with the def2-TZVPD basis set.

Output
HOMO-LUMO gap (eV): 11.20
SMILES: C1CCCCC1.CC#N

CARTESIAN COORDINATES (ANGSTROEM)
C 0.03157 -1.47693 -0.92448
C -0.65052 -0.11472 -1.06749
C -1.13906 0.39857 0.28868
C -2.07282 -0.61467 0.95407
C -1.39073 -1.97688 1.09708
C -0.90219 -2.49016 -0.25909
H 0.93740 -1.36003 -0.29899
H 0.35317 -1.84857 -1.91641
H -1.51955 -0.21870 -1.74530
H 0.04627 0.61490 -1.52310
H -1.65567 1.36983 0.16541
H -0.26353 0.56403 0.94558
H -2.39445 -0.24303 1.94598
H -2.97863 -0.73158 0.32854
H -0.52172 -1.87293 1.77492
H -2.08755 -2.70650 1.55266
H -0.38561 -3.46145 -0.13585
H -1.77773 -2.65558 -0.91599
C 2.84853 3.55627 -0.18070
C 3.48415 2.30850 0.22544
N 3.99429 1.30707 0.55141
H 1.76213 3.51090 0.00449
H 3.01484 3.73885 -1.25569
H 3.26746 4.40284 0.38888

Atom charges from the natural (NBO) analysis, given in e for atoms 1 to 5: atom 1 (C): -0.40, atom 2 (C): -0.40, atom 3 (C): -0.40, atom 4 (C): -0.40, atom 5 (C): -0.40

---

A cluster of 2 separate species, C8H15N in total, computed with ωB97M-V with the def2-TZVPD basis set.

Output
HOMO-LUMO gap (eV): 9.90
SMILES: C[C@H]1C=N1.CC=C(C)C

CARTESIAN COORDINATES (ANGSTROEM)
C -1.02834 -1.45827 2.82980
C -0.17006 -0.35090 2.27363
C -0.75126 0.81309 1.63300
N -0.34175 1.04757 2.79406
H -2.02492 -1.08820 3.06310
H -0.58626 -1.86296 3.73748
H -1.11430 -2.26281 2.10069
H 0.84439 -0.63577 2.01402
H -1.22740 1.24201 0.78606
C 2.28211 0.82965 -0.67425
C 1.21633 -0.19240 -0.92606
C 0.05411 0.05070 -1.51943
C -0.96753 -1.02449 -1.73995
C -0.32307 1.41105 -2.03644
H 1.99050 1.49864 0.13907
H 3.21598 0.34748 -0.39432
H 2.45855 1.43831 -1.56059
H 1.42998 -1.19535 -0.58171
H -0.60182 -1.99050 -1.40813
H -1.88342 -0.79786 -1.19724
H -1.21936 -1.09063 -2.79600
H 0.08644 1.56042 -3.03798
H -1.40590 1.51007 -2.10217
H 0.06699 2.20116 -1.39664

Atom charges from the natural (NBO) analysis, given in e for atoms 1 to 5: atom 1 (C): -0.63, atom 2 (C): -0.14, atom 3 (C): 0.06, atom 4 (N): -0.31, atom 5 (H): 0.21

---

The ion C8H15N2O with charge +1, computed with ωB97M-V with the def2-TZVPD basis set.

Output
HOMO-LUMO gap (eV): 9.92
SMILES: C=[NH+]/C(C)=[N+](C)\C(C)=C(\C)[O-]
Net charge: +1

CARTESIAN COORDINATES (ANGSTROEM)
C -0.14873 1.98144 0.28914
N -1.36102 1.61047 -0.30047
C -1.61861 0.29711 -0.29547
C -2.95747 -0.05152 -0.76410
N -0.79591 -0.58699 0.14436
C -0.83140 -2.03662 -0.08312
C 0.61084 0.04581 0.38835
C 1.18013 -0.22760 1.73407
C 1.57948 -0.01092 -0.81627
C 3.01735 0.09867 -0.54101
O 1.13883 -0.15555 -1.94797
H -0.15244 2.28198 1.35132
H 0.34831 2.73182 -0.36280
H -2.20944 2.10878 -0.27714
H -3.57279 0.74940 -0.52463
H -3.34999 -0.99382 -0.38071
H -2.96700 0.04928 -1.87266
H -0.48974 -2.57697 0.89835
H -1.80377 -2.47994 -0.54107
H -0.06416 -2.37982 -0.85641
H 0.48837 -0.32728 2.61183
H 1.99733 0.53057 1.90443
H 1.55594 -1.20414 1.81843
H 3.33234 0.05246 0.47449
H 3.40724 1.08587 -0.91358
H 3.66633 -0.59250 -1.13735

Atom charges from the natural (NBO) analysis, given in e for atoms 1 to 5: atom 1 (C): -0.16, atom 2 (N): -0.57, atom 3 (C): 0.60, atom 4 (C): -0.68, atom 5 (N): -0.38

---

The ion C8H15N2O2 with charge +1, computed with ωB97M-V with the def2-TZVPD basis set.

Output
HOMO-LUMO gap (alpha / beta) (eV): 6.26 / 9.42
2S+1: 3
Net charge: +1

CARTESIAN COORDINATES (ANGSTROEM)
C -1.53551 -0.42173 0.32463
C -3.59862 0.36315 -0.07830
C -4.72584 1.33497 -0.52832
C 3.20826 0.83337 -0.43042
C 2.19223 -0.20829 1.44498
C 2.29168 -1.45923 -0.67572
C 0.82806 0.39690 -0.53317
C -2.66074 -1.06748 1.12334
N -0.19880 -0.42866 0.26008
N 2.17755 -0.06417 -0.02227
O -2.28044 0.50239 -0.43177
O -3.85347 -0.54717 0.80301
H -5.24711 0.82681 -1.28090
H -4.34888 2.21171 -0.87977
H -5.39833 1.50970 0.21159
H 3.25401 1.85371 -0.14401
H 4.17182 0.22994 -0.08447
H 3.18625 0.76131 -1.57299
H 2.24276 0.82950 1.97544
H 1.25844 -0.75932 1.49611
H 3.06798 -0.89181 1.60921
H 1.57770 -2.14547 -0.19961
H 2.13052 -1.15996 -1.68934
H 3.26060 -2.05124 -0.55435
H 0.69288 1.41950 -0.13913
H 0.83182 0.11524 -1.55418
H -2.52484 -1.98366 1.55035

Atom charges from the natural (NBO) analysis, given in e for atoms 1 to 5: atom 1 (C): 0.49, atom 2 (C): 0.49, atom 3 (C): -0.65, atom 4 (C): -0.43, atom 5 (C): -0.44

---

A cluster of 2 separate species, C8H15N2OS in total, computed with ωB97M-V with the def2-TZVPD basis set.

Output
HOMO-LUMO gap (eV): 7.44
Net charge: +1

CARTESIAN COORDINATES (ANGSTROEM)
C 3.55583 0.69000 0.50909
C -0.75787 1.95642 1.31986
C -2.55389 -1.00758 -0.66129
C -0.39820 -1.74369 -0.88332
C -1.72915 1.14249 0.53655
C -1.73614 -0.44005 0.54960
C -0.38626 1.59613 -0.09092
C 0.34650 1.60515 -1.24631
N 4.68844 0.43399 1.12849
N -1.57538 -1.33678 -1.74344
O -0.31765 -0.82692 0.19258
S 2.69551 -0.27783 -0.50053
H -1.10170 2.95991 1.51621
H -0.14285 1.33436 1.96480
H -3.00420 -1.94819 -0.16007
H -3.30505 -0.30115 -1.08578
H -0.65098 -2.74339 -0.53590
H 0.45410 -1.61648 -1.41530
H -2.61997 1.59668 0.24459
H -2.10634 -0.94330 1.46750
H 1.03903 2.53556 -1.27550
H -0.24439 1.29260 -2.10323
H 3.27510 1.64667 0.79615
H 5.04042 1.16301 1.73313
H 4.99063 -0.55522 1.10855
H -1.97700 -1.98271 -2.41852
H 1.09433 0.78649 -1.09945

Atom charges from the natural (NBO) analysis, given in e for atoms 1 to 5: atom 1 (C): -0.03, atom 2 (C): -0.49, atom 3 (C): -0.27, atom 4 (C): 0.10, atom 5 (C): -0.31

---

A cluster of 2 separate species, C8H15N3 in total, computed with ωB97M-V with the def2-TZVPD basis set.

Output
HOMO-LUMO gap (eV): 9.66
SMILES: C#C[C@H]1N[C@H]1C.N[C@@H]1C[C@@H]1N

CARTESIAN COORDINATES (ANGSTROEM)
C 1.81234 -1.16691 2.07229
C 1.21418 -1.80673 1.23799
C 0.50925 -2.58469 0.23914
N -0.35258 -3.69780 0.65395
C -0.97238 -2.49091 0.13127
C -1.77352 -1.57726 1.02361
H 2.36241 -0.58994 2.82889
H 1.08484 -2.79403 -0.66797
H -0.41526 -3.71025 1.66858
H -1.38273 -2.62640 -0.86192
H -2.76079 -2.00222 1.21831
H -1.91896 -0.58830 0.55017
H -1.26551 -1.41980 1.98220
N 0.30384 3.64325 -0.21875
C 0.59476 2.78709 -1.33545
C -0.53484 1.96827 -1.88479
C 0.57969 1.29233 -1.14315
N 0.27720 0.74859 0.14954
H 1.13857 3.84248 0.30265
H -0.05636 4.53193 -0.55106
H 1.32249 3.13550 -2.06842
H -0.62447 1.83329 -2.96400
H -1.48370 2.04706 -1.34282
H 1.30316 0.76489 -1.77164
H -0.08680 -0.21070 0.03877
H 1.12516 0.67126 0.71265

Atom charges from the natural (NBO) analysis, given in e for atoms 1 to 5: atom 1 (C): -0.26, atom 2 (C): -0.02, atom 3 (C): -0.19, atom 4 (N): -0.55, atom 5 (C): -0.06

---

In the order shown, the computed E values come out to -10029.3752; -10026.8252; -13558.4212; -15601.0566; -24390.7864; -13005.4560 eV.
In the order shown, the computed energy above the lowest of the compared OMol25 structures with the same formula, charge and spin values come out to 0.0; 246.0; 276.8; 0.0; 615.7; 429.9 kJ/mol.